[1]
Computed, not measured: a cluster of 7 separate species, C35H55ClNO30PS6 in total, with ωB97M-V/def2-TZVPD.

```
! RIJCOSX wB97M-V def2-TZVPD def2/J DEFGRID3
* xyz 0 1
C -2.181 6.537 -1.418
C -1.749 4.931 -1.245
O -0.285 4.887 -1.378
C 0.199 3.572 -1.826
C 0.153 3.313 -3.440
C 0.352 4.481 -4.612
C 0.670 6.038 -4.214
O 1.883 5.993 -3.330
C 3.046 5.595 -4.168
C 3.631 4.083 -3.764
C 0.234 4.099 -6.237
C 0.382 5.283 -7.409
O -0.597 6.395 -7.167
N -1.844 5.948 -7.431
O -2.487 6.250 -6.431
C -0.036 2.524 -6.720
C -0.237 1.342 -5.553
C -0.117 1.737 -3.932
C -0.284 0.466 -2.891
C -1.776 -0.221 -2.922
C -1.620 -1.856 -2.677
Cl -2.714 0.441 -1.428
C -0.552 -0.178 -6.110
O -0.142 -1.322 -5.564
C -1.430 -0.231 -7.534
C -1.239 0.833 -8.601
P -2.256 0.678 -10.210
C -1.246 1.414 -11.702
C -3.897 1.706 -10.041
C -3.623 3.278 -10.436
C -0.119 2.037 -8.292
O 0.644 2.470 -9.297
H -1.307 7.268 -1.082
H -2.501 6.771 -2.541
H -3.102 6.824 -0.715
H -2.337 4.315 -2.049
H -2.072 4.658 -0.130
H -0.544 2.774 -1.338
H 1.296 3.400 -1.443
H -0.181 6.508 -3.521
H 0.961 6.737 -5.105
H 2.809 5.604 -5.329
H 3.974 6.321 -4.033
H 3.054 3.684 -2.825
H 4.799 4.060 -3.667
H 3.313 3.372 -4.667
H 0.145 4.894 -8.487
H 1.459 5.766 -7.318
H -0.012 0.711 -1.779
H 0.525 -0.339 -3.246
H -2.356 -0.054 -3.930
H -0.486 -2.145 -2.447
H -2.230 -2.216 -1.726
H -1.912 -2.469 -3.652
H -2.192 -1.100 -7.746
H -1.795 1.262 -12.729
H -0.966 2.545 -11.528
H -0.224 0.803 -11.747
H -4.305 1.649 -8.925
H -4.681 1.204 -10.786
H -4.271 3.937 -9.692
H -3.888 3.485 -11.568
H -2.496 3.520 -10.231
O -4.381 -5.502 1.536
S -4.034 -4.273 0.858
O -3.262 -4.238 -0.363
O -3.336 -3.274 1.941
C -4.084 -2.062 2.022
C -5.518 -2.444 1.668
O -5.401 -3.413 0.629
H -3.671 -1.358 1.292
H -4.006 -1.632 3.024
H -6.106 -1.587 1.331
H -6.021 -2.919 2.517
O -2.774 -6.334 1.312
S -1.823 -6.970 2.196
O -1.442 -6.414 3.474
O -0.470 -7.287 1.344
C -0.203 -8.688 1.378
C -1.565 -9.358 1.538
O -2.295 -8.514 2.426
H 0.440 -8.891 2.241
H 0.307 -9.001 0.463
H -1.486 -10.369 1.944
H -2.103 -9.390 0.584
O -0.484 3.663 5.435
S 0.487 3.977 4.410
O 1.912 3.870 4.617
O 0.156 5.467 3.836
C -0.091 5.391 2.433
C -0.643 3.989 2.190
O 0.096 3.140 3.065
H 0.861 5.536 1.911
H -0.794 6.170 2.127
H -0.525 3.669 1.152
H -1.699 3.927 2.473
O 5.107 -1.267 6.379
S 5.640 -0.015 6.869
O 6.968 0.112 7.424
O 4.572 0.611 7.930
C 4.158 1.901 7.483
C 4.279 1.863 5.961
O 5.459 1.108 5.700
H 4.836 2.645 7.914
H 3.136 2.109 7.810
H 4.356 2.862 5.525
H 3.432 1.334 5.512
O 3.752 1.017 13.426
S 5.058 0.406 13.319
O 6.151 0.727 14.207
O 5.573 0.573 11.781
C 5.825 -0.715 11.222
C 4.882 -1.668 11.952
O 4.864 -1.213 13.303
H 6.872 -0.971 11.415
H 5.647 -0.704 10.143
H 5.217 -2.707 11.899
H 3.864 -1.594 11.557
O -0.781 -11.216 3.565
S -0.198 -11.613 4.828
O 0.589 -12.814 4.988
O -1.375 -11.609 5.955
C -1.024 -10.711 7.006
C -0.143 -9.648 6.356
O 0.658 -10.354 5.411
H -0.470 -11.273 7.764
H -1.923 -10.282 7.458
H 0.486 -9.127 7.083
H -0.746 -8.916 5.808
*
```

**SMILES**: CCOCc1c(COCC)c(CON=O)c2c(c1C[C@@H](C)Cl)C(=O)C=C(P(C)CC)C2=O.O=S1(=O)OCCO1.O=S1(=O)OCCO1.O=S1(=O)OCCO1.O=S1(=O)OCCO1.O=S1(=O)OCCO1.O=S1(=O)OCCO1
**HOMO-LUMO gap**: 0.2332 Ha
**Molecular weight**: 1228.63 g mol⁻¹
**HOMO**: -8.44 eV
**Electronic energy**: -6868.2201 Eh

Löwdin atomic charge list, values in e, 99 entries: number 1, C, carries -0.105; number 2, C, carries -0.226; number 3, O, carries -0.239; number 4, C, carries -0.173; number 5, C, carries 0.015; number 6, C, carries 0.018; number 7, C, carries -0.136; number 8, O, carries -0.221; number 9, C, carries -0.229; number 10, C, carries -0.088; number 11, C, carries 0.007; number 12, C, carries -0.106; number 13, O, carries -0.177; number 14, N, carries -0.029; number 15, O, carries 0.023; number 16, C, carries 0.032; number 17, C, carries 0.026; number 18, C, carries 0.001; number 19, C, carries -0.211; number 20, C, carries -0.618; number 21, C, carries -0.141; number 22, Cl, carries 0.475; number 23, C, carries -0.211; number 24, O, carries -0.033; number 25, C, carries 0.005; number 26, C, carries -0.291; number 27, P, carries 0.886; number 28, C, carries -0.333; number 29, C, carries -0.428; number 30, C, carries -0.199; number 31, C, carries -0.212; number 32, O, carries -0.047; number 33, H, carries 0.092; number 34, H, carries 0.083; number 35, H, carries 0.084; number 36, H, carries 0.138; number 37, H, carries 0.115; number 38, H, carries 0.111; number 39, H, carries 0.139; number 40, H, carries 0.137; number 41, H, carries 0.126; number 42, H, carries 0.109; number 43, H, carries 0.126; number 44, H, carries 0.062; number 45, H, carries 0.080; number 46, H, carries 0.082; number 47, H, carries 0.125; number 48, H, carries 0.139; number 49, H, carries 0.103; number 50, H, carries 0.127; number 51, H, carries 0.116; number 52, H, carries 0.095; number 53, H, carries 0.058; number 54, H, carries 0.094; number 55, H, carries 0.116; number 56, H, carries 0.055; number 57, H, carries 0.035; number 58, H, carries 0.062; number 59, H, carries 0.089; number 60, H, carries 0.085; number 61, H, carries 0.080; number 62, H, carries 0.086; number 63, H, carries 0.047; number 64, O, carries -0.267; number 65, S, carries 0.709; number 66, O, carries -0.231; number 67, O, carries -0.184; number 68, C, carries -0.173; number 69, C, carries -0.178; number 70, O, carries -0.194; number 71, H, carries 0.114; number 72, H, carries 0.136; number 73, H, carries 0.135; number 74, H, carries 0.131; number 75, O, carries -0.312; number 76, S, carries 0.722; number 77, O, carries -0.237; number 78, O, carries -0.191; number 79, C, carries -0.169; number 80, C, carries -0.188; number 81, O, carries -0.183; number 82, H, carries 0.126; number 83, H, carries 0.137; number 84, H, carries 0.094; number 85, H, carries 0.135; number 86, O, carries -0.233; number 87, S, carries 0.681; number 88, O, carries -0.244; number 89, O, carries -0.189; number 90, C, carries -0.167; number 91, C, carries -0.183; number 92, O, carries -0.190; number 93, H, carries 0.138; number 94, H, carries 0.138; number 95, H, carries 0.111; number 96, H, carries 0.135; number 97, O, carries -0.238; number 98, S, carries 0.669; number 99, O, carries -0.240

[2]
Computed, not measured: a structure of composition C51H122FeN5O13, with ωB97M-V/def2-TZVPD.

```
! RIJCOSX wB97M-V def2-TZVPD def2/J DEFGRID3
* xyz 1 5
Fe 3.892 -0.782 -1.696
C 1.211 1.145 0.928
C 0.150 0.625 -0.031
C -1.046 1.596 0.121
C -2.189 1.239 -0.803
C -1.599 1.277 -2.302
C -0.390 0.359 -2.452
N 0.619 0.609 -1.453
O 1.815 -0.116 -1.619
C 0.110 0.829 -3.855
C -0.907 -1.102 -2.670
C -0.215 -0.781 0.742
H 1.910 1.799 0.405
H 1.796 0.277 1.231
H 0.864 1.760 1.758
H -0.803 2.653 0.018
H -1.371 1.622 1.162
H -3.079 1.865 -0.879
H -2.486 0.240 -0.485
H -1.486 2.349 -2.463
H -2.412 0.914 -2.930
H -0.643 0.854 -4.643
H 0.772 0.011 -4.139
H 0.747 1.714 -3.873
H -1.486 -1.186 -3.590
H -1.558 -1.392 -1.845
H -0.060 -1.787 -2.699
H -1.103 -1.311 0.398
H -0.436 -0.585 1.792
H 0.643 -1.407 0.499
C -4.484 5.867 1.777
C -4.098 4.536 1.136
O -2.855 4.141 1.665
H -4.210 5.710 2.820
H -5.552 6.080 1.751
H -3.929 6.696 1.336
H -4.015 4.635 0.054
H -4.747 3.707 1.418
H -2.131 4.597 1.230
C -2.081 5.866 -4.448
C -2.122 6.172 -2.990
O -1.054 6.885 -2.491
H -1.875 6.832 -4.909
H -2.953 5.346 -4.845
H -1.176 5.262 -4.515
H -2.151 5.214 -2.471
H -3.095 6.628 -2.810
H -1.333 7.377 -1.716
C 2.207 5.724 -1.540
C 1.519 4.383 -1.823
O 2.450 3.374 -1.922
H 2.962 5.788 -2.324
H 2.680 5.854 -0.567
H 1.498 6.545 -1.651
H 1.009 4.328 -2.784
H 0.710 4.170 -1.124
H 1.981 2.557 -1.736
C 2.540 4.461 -9.206
C 1.670 5.600 -8.560
C 0.855 4.863 -7.525
C 1.660 4.374 -6.216
C 2.085 5.716 -5.526
C 2.971 6.610 -6.432
N 2.446 6.712 -7.889
O 3.101 7.653 -8.725
C 3.079 7.997 -5.738
C 4.376 6.032 -6.570
C 0.738 6.106 -9.749
H 3.140 4.982 -9.952
H 1.952 3.730 -9.760
H 3.348 4.056 -8.597
H -0.006 5.440 -7.190
H 0.315 3.991 -7.895
H 2.622 3.888 -6.377
H 1.123 3.735 -5.516
H 2.632 5.351 -4.656
H 1.255 6.255 -5.069
H 3.808 8.060 -4.929
H 3.416 8.775 -6.423
H 2.162 8.420 -5.328
H 4.808 6.060 -5.569
H 4.393 5.038 -7.017
H 4.966 6.739 -7.153
H 0.361 7.081 -9.441
H -0.136 5.484 -9.943
H 1.242 6.306 -10.694
H 2.585 8.429 -8.491
C 6.264 -2.606 5.688
C 5.554 -3.801 4.982
C 4.901 -4.745 6.062
C 3.900 -5.780 5.512
C 2.763 -5.057 4.808
C 3.361 -4.192 3.562
N 4.480 -3.342 4.067
O 4.931 -2.463 3.097
C 3.869 -5.099 2.351
C 2.094 -3.345 3.195
C 6.721 -4.513 4.332
H 6.282 -1.663 5.142
H 7.244 -2.831 6.108
H 5.763 -2.388 6.631
H 5.640 -5.470 6.404
H 4.550 -4.180 6.925
H 3.529 -6.362 6.356
H 4.385 -6.401 4.759
H 2.234 -4.459 5.550
H 2.141 -5.859 4.410
H 3.066 -5.547 1.765
H 4.444 -4.455 1.685
H 4.512 -5.938 2.616
H 2.418 -2.665 2.407
H 1.215 -3.883 2.839
H 1.821 -2.686 4.019
H 6.333 -5.361 3.769
H 7.315 -5.023 5.091
H 7.315 -3.981 3.589
H 4.648 -1.585 3.363
C -4.915 0.639 6.104
C -4.544 -0.225 4.845
C -4.568 -1.714 5.404
C -4.495 -2.754 4.351
C -5.629 -2.490 3.376
C -5.626 -1.135 2.687
N -5.589 -0.089 3.738
O -5.497 1.131 3.156
C -4.442 -0.995 1.603
C -6.999 -0.883 2.102
C -3.076 0.149 4.525
H -4.294 0.472 6.984
H -4.773 1.695 5.876
H -5.967 0.483 6.340
H -3.770 -1.924 6.116
H -5.460 -1.824 6.020
H -3.519 -2.710 3.868
H -4.656 -3.722 4.827
H -6.615 -2.520 3.839
H -5.665 -3.319 2.669
H -4.585 -1.339 0.579
H -3.572 -1.370 2.144
H -4.051 0.005 1.413
H -7.772 -0.790 2.865
H -7.253 -1.684 1.408
H -6.991 0.023 1.497
H -2.353 -0.372 5.152
H -2.686 -0.141 3.549
H -3.031 1.238 4.495
H -4.588 1.051 2.858
C -0.150 -7.195 2.658
C -1.292 -7.734 1.826
C -2.630 -7.602 2.738
C -3.206 -6.266 2.802
C -3.424 -5.656 1.474
C -2.084 -5.530 0.589
N -1.502 -6.850 0.583
O -0.363 -6.985 -0.211
C -2.642 -5.189 -0.807
C -1.178 -4.367 1.110
C -1.192 -9.245 1.475
H -0.349 -6.204 3.068
H 0.843 -7.225 2.210
H -0.121 -7.781 3.576
H -3.469 -8.179 2.348
H -2.439 -8.037 3.719
H -2.602 -5.551 3.361
H -4.191 -6.290 3.267
H -3.756 -4.632 1.643
H -4.222 -6.142 0.912
H -3.014 -6.036 -1.383
H -3.301 -4.324 -0.872
H -1.758 -4.778 -1.295
H -0.234 -4.823 1.408
H -1.102 -3.596 0.343
H -1.668 -3.927 1.978
H -0.578 -9.460 0.600
H -2.154 -9.607 1.116
H -0.864 -9.806 2.351
H -0.720 -7.576 -0.878
O -0.747 3.050 3.411
H -1.470 3.521 2.997
H -0.571 2.316 2.822
O 3.562 -0.674 -3.849
H 3.644 -1.438 -4.419
H 2.833 -0.175 -4.219
O 4.211 -1.238 0.336
H 4.067 -0.512 0.943
H 4.676 -1.895 0.854
O 4.267 1.486 -0.992
H 3.935 2.205 -1.530
H 4.854 1.909 -0.364
O 3.914 0.729 2.615
H 3.057 1.130 2.760
H 4.498 1.468 2.444
*
```

**HOMO-LUMO gap (spin up / spin down)**: 0.2189 / 0.1987 Ha
**Molecular weight**: 1069.40 g mol⁻¹
**HOMO (spin up / spin down)**: -9.33 / -9.33 eV
**Electronic energy**: -4531.3153 Eh

Löwdin atomic charge list, values in e, 99 entries: number 1, Fe, carries 0.928; number 2, C, carries -0.053; number 3, C, carries -0.406; number 4, C, carries -0.164; number 5, C, carries -0.142; number 6, C, carries -0.115; number 7, C, carries -0.503; number 8, N, carries -0.089; number 9, O, carries -0.226; number 10, C, carries -0.035; number 11, C, carries -0.006; number 12, C, carries 0.002; number 13, H, carries 0.076; number 14, H, carries 0.058; number 15, H, carries 0.076; number 16, H, carries 0.104; number 17, H, carries 0.091; number 18, H, carries 0.110; number 19, H, carries 0.081; number 20, H, carries 0.111; number 21, H, carries 0.121; number 22, H, carries 0.096; number 23, H, carries 0.051; number 24, H, carries 0.072; number 25, H, carries 0.090; number 26, H, carries 0.066; number 27, H, carries 0.080; number 28, H, carries 0.043; number 29, H, carries 0.085; number 30, H, carries 0.073; number 31, C, carries -0.068; number 32, C, carries -0.302; number 33, O, carries -0.112; number 34, H, carries 0.080; number 35, H, carries 0.077; number 36, H, carries 0.071; number 37, H, carries 0.105; number 38, H, carries 0.115; number 39, H, carries 0.086; number 40, C, carries -0.076; number 41, C, carries -0.394; number 42, O, carries -0.051; number 43, H, carries 0.087; number 44, H, carries 0.089; number 45, H, carries 0.058; number 46, H, carries 0.093; number 47, H, carries 0.115; number 48, H, carries 0.094; number 49, C, carries -0.047; number 50, C, carries -0.329; number 51, O, carries -0.097; number 52, H, carries 0.065; number 53, H, carries 0.076; number 54, H, carries 0.064; number 55, H, carries 0.099; number 56, H, carries 0.102; number 57, H, carries 0.045; number 58, C, carries -0.046; number 59, C, carries -0.460; number 60, C, carries -0.145; number 61, C, carries -0.126; number 62, C, carries -0.150; number 63, C, carries -0.444; number 64, N, carries -0.099; number 65, O, carries -0.010; number 66, C, carries -0.033; number 67, C, carries -0.040; number 68, C, carries -0.024; number 69, H, carries 0.075; number 70, H, carries 0.085; number 71, H, carries 0.058; number 72, H, carries 0.107; number 73, H, carries 0.109; number 74, H, carries 0.088; number 75, H, carries 0.080; number 76, H, carries 0.095; number 77, H, carries 0.103; number 78, H, carries 0.082; number 79, H, carries 0.072; number 80, H, carries 0.078; number 81, H, carries 0.079; number 82, H, carries 0.067; number 83, H, carries 0.087; number 84, H, carries 0.073; number 85, H, carries 0.078; number 86, H, carries 0.076; number 87, H, carries 0.093; number 88, C, carries -0.031; number 89, C, carries -0.468; number 90, C, carries -0.113; number 91, C, carries -0.191; number 92, C, carries -0.123; number 93, C, carries -0.399; number 94, N, carries -0.105; number 95, O, carries -0.044; number 96, C, carries -0.007; number 97, C, carries -0.032; number 98, C, carries -0.056; number 99, H, carries 0.074

- The lowest electronic energy belongs to which entry?
  C35H55ClNO30PS6

- Which of these has the highest electronic energy?
  C51H122FeN5O13